# C10H13OS

A gas-phase ion, C10H13OS (charge +1) at a distorted geometry (ωB97M-V with the def2-TZVPD basis set, the Open Molecules 2025 dataset).

* Kohn-Sham gap: 9.90 eV
* F_max: 4.04 eV/A
* ΔE to the lowest compared entry with this formula, charge and spin: 1.326 eV
* E_LUMO: -3.66 eV

The geometry in ORCA input format:
```
! RIJCOSX wB97M-V def2-TZVPD def2/J DEFGRID3
* xyz 1 1
C -0.2179 1.8277 -3.2805
C 0.9234 1.5241 -2.4556
C -1.4900 1.3533 -2.8982
C 0.7888 0.8016 -1.2650
C -1.5947 0.5565 -1.7423
C -0.4486 0.3900 -0.9213
C 1.2934 -1.5376 1.9984
C 0.2964 -0.7851 2.8777
C 0.6901 -1.8716 0.6667
C -0.4618 0.1526 2.0475
O -1.9715 -1.4017 0.2768
S -0.7061 -0.6944 0.4450
H -0.2624 2.6488 -4.0482
H 1.8532 2.1598 -2.6710
H -2.3815 1.8068 -3.2947
H 1.4749 0.8115 -0.3552
H -2.5364 0.3385 -1.4688
H 2.1873 -0.9900 1.7715
H 1.6541 -2.4092 2.5461
H -0.2638 -1.5754 3.3530
H 0.8772 -0.2793 3.6536
H 1.4155 -1.5044 -0.0048
H 0.2980 -2.8300 0.4209
H -1.4899 0.3959 2.3379
H 0.0722 1.1117 2.0104
*
```

Which charges does natural (NBO) predict for the atoms? In e, they are:
1 C -0.1449
2 C -0.1890
3 C -0.1804
4 C -0.2142
5 C -0.1489
6 C -0.3216
7 C -0.4117
8 C -0.4328
9 C -0.5752
10 C -0.6135
11 O -0.8462
12 S 1.7912
13 H 0.2518
14 H 0.2540
15 H 0.2419
16 H 0.2283
17 H 0.2397
18 H 0.2172
19 H 0.2602
20 H 0.2397
21 H 0.2577
22 H 0.2563
23 H 0.2822
24 H 0.2849
25 H 0.2732